No. 1
Density functional theory data (ωB97M-V with the def2-TZVPD basis set) for C16H28N5O6Tl as an isolated structure in a non-equilibrium geometry.

Properties
molecular weight = 590.812 g/mol
total charge = +2
orbital gap = 6.16 eV

Each line ends with the Löwdin charge.
Cartesian coordinates (Å):
1 Tl -0.179 -0.159 -0.490  1.13
2 C -1.395 -0.288 3.034  -0.16
3 C -1.227 1.142 2.497  -0.16
4 O -0.023 1.330 1.776  -0.24
5 C 1.174 1.339 2.537  -0.15
6 C 2.339 1.094 1.572  -0.16
7 O 2.204 -0.116 0.850  -0.25
8 C 2.460 -1.289 1.615  -0.16
9 C 2.120 -2.520 0.767  -0.15
10 O 0.746 -2.638 0.440  -0.26
11 C -0.107 -3.328 1.330  -0.16
12 C -0.660 -2.475 2.483  -0.17
13 O -1.118 -1.224 1.998  -0.24
14 H -2.423 -0.415 3.396  0.14
15 H -0.716 -0.464 3.880  0.13
16 H -1.285 1.839 3.340  0.15
17 H -2.013 1.369 1.774  0.11
18 H 1.158 0.566 3.310  0.12
19 H 1.308 2.312 3.021  0.15
20 H 3.290 1.108 2.116  0.15
21 H 2.340 1.879 0.814  0.13
22 H 1.873 -1.292 2.539  0.12
23 H 3.523 -1.319 1.884  0.15
24 H 2.483 -3.421 1.274  0.14
25 H 2.620 -2.415 -0.200  0.14
26 H 0.400 -4.200 1.764  0.14
27 H -0.935 -3.668 0.700  0.13
28 H 0.120 -2.314 3.241  0.12
29 H -1.488 -3.018 2.962  0.14
30 N 1.633 1.201 -2.608  0.02
31 N 1.000 2.145 -3.426  0.00
32 C -0.172 2.696 -3.063  -0.39
33 N -0.695 3.667 -3.800  0.22
34 N -0.734 2.164 -1.986  0.06
35 N -1.862 2.587 -1.442  -0.44
36 O -2.232 1.913 -0.489  -0.06
37 O -2.478 3.532 -1.884  0.09
38 H 2.348 1.633 -2.024  0.10
39 H 2.066 0.482 -3.178  0.11
40 H 1.513 2.559 -4.199  0.17
41 H -0.235 4.046 -4.609  0.13
42 H -1.567 4.086 -3.488  0.11
43 C -3.137 -0.530 -1.931  0.19
44 C -3.805 -1.692 -2.203  -0.24
45 C -4.284 -2.526 -1.140  0.04
46 C -5.139 -3.556 -1.416  -0.01
47 C -5.541 -3.801 -2.734  0.05
48 C -5.039 -3.046 -3.798  -0.01
49 C -4.166 -2.022 -3.550  0.04
50 H -3.040 -0.158 -0.921  0.05
51 H -2.806 0.104 -2.740  0.10
52 H -3.982 -2.314 -0.125  0.13
53 H -5.526 -4.174 -0.622  0.13
54 H -6.261 -4.580 -2.935  0.14
55 H -5.341 -3.267 -4.809  0.13
56 H -3.795 -1.402 -4.351  0.13

Forces on atoms 1 to 3 (eV/Å):
0.14 -0.17 0.04
0.13 0.34 0.02
-0.30 -0.42 0.11

---

No. 2
Density functional theory data (ωB97M-V with the def2-TZVPD basis set) for C9H36BF6NO13S2V as an isolated structure in a non-equilibrium geometry.

Properties
multiplicity = 3
molecular weight = 606.259 g/mol
total charge = +1
orbital gap (alpha / beta) = 5.23 / 6.06 eV

Each line ends with the Löwdin charge.
Cartesian coordinates (Å):
1 V 0.670 1.604 -1.140  1.34
2 B 1.215 3.199 1.024  -1.21
3 F 0.043 2.400 0.788  0.08
4 F 0.942 4.515 1.008  0.24
5 F 1.823 2.711 2.136  0.21
6 F 2.009 2.881 -0.167  0.07
7 N 0.602 0.023 0.007  -0.33
8 S 1.584 -0.674 1.150  0.53
9 O 2.162 -1.941 0.898  -0.19
10 O 1.165 -0.365 2.462  -0.17
11 F 2.775 0.344 0.928  -0.13
12 S -0.708 -1.005 0.375  0.54
13 O -1.565 -0.601 1.411  -0.18
14 O -0.470 -2.380 0.142  -0.20
15 F -1.519 -0.690 -0.954  -0.17
16 C -3.291 -4.095 0.849  -0.14
17 O -2.073 -4.835 0.762  -0.13
18 H -2.986 -3.132 1.266  0.06
19 H -3.900 -4.147 -0.054  0.08
20 H -3.893 -4.557 1.634  0.08
21 H -1.335 -4.271 0.518  0.03
22 C 3.774 1.538 -2.354  -0.02
23 O 2.615 0.947 -1.713  -0.25
24 H 3.801 1.126 -3.363  0.10
25 H 3.615 2.609 -2.450  0.10
26 H 4.666 1.317 -1.778  0.12
27 H 2.812 -0.005 -1.543  0.05
28 C 0.352 4.048 4.683  -0.15
29 O 0.087 2.703 4.345  -0.12
30 H 0.084 4.725 3.861  0.07
31 H -0.285 4.338 5.516  0.08
32 H 1.405 4.228 4.916  0.08
33 H 0.560 2.493 3.535  0.02
34 C 3.544 1.140 5.202  -0.13
35 O 3.536 1.520 3.823  -0.14
36 H 2.806 1.726 5.755  0.08
37 H 3.315 0.076 5.305  0.08
38 H 4.535 1.329 5.606  0.08
39 H 2.630 1.408 3.529  0.01
40 C 4.371 -2.024 -2.566  -0.12
41 O 3.613 -1.563 -1.463  -0.14
42 H 5.304 -2.516 -2.280  0.10
43 H 3.882 -2.802 -3.167  0.09
44 H 4.601 -1.240 -3.285  0.08
45 H 3.141 -2.305 -1.068  0.09
46 C -2.473 2.263 -0.428  -0.02
47 O -1.439 1.839 -1.363  -0.20
48 H -2.423 3.341 -0.299  0.11
49 H -3.416 2.072 -0.942  0.10
50 H -2.481 1.731 0.516  0.10
51 H -1.808 1.700 -2.240  0.11
52 C -5.119 -0.937 0.052  -0.17
53 O -6.143 -1.741 -0.527  -0.12
54 H -4.165 -1.416 -0.153  0.05
55 H -5.198 0.132 -0.164  0.07
56 H -5.226 -0.990 1.144  0.09
57 H -6.926 -1.610 0.013  0.08
58 C -3.239 -1.652 -3.466  -0.12
59 O -2.278 -2.556 -2.930  -0.15
60 H -2.815 -0.658 -3.548  0.06
61 H -3.568 -2.043 -4.432  0.09
62 H -4.121 -1.703 -2.822  0.08
63 H -2.514 -3.486 -2.899  0.09
64 C 0.662 -0.996 -3.182  -0.05
65 O 0.299 0.370 -2.952  -0.16
66 H 0.085 -1.732 -2.616  0.08
67 H 0.554 -1.313 -4.217  0.12
68 H 1.680 -1.205 -2.853  0.07
69 H 0.055 0.794 -3.782  0.13

Forces on atoms 1 to 3 (eV/Å):
0.88 -0.72 0.61
0.51 0.91 1.58
-0.54 -0.23 -1.35

---

No. 3
Density functional theory data (ωB97M-V with the def2-TZVPD basis set) for the molecule C20H21N3O3.

Properties
molecular weight = 351.406 g/mol
SMILES = COC(=O)N/N=C/c1cn(CCCOc2ccccc2)c2ccccc12
orbital gap = 8.23 eV

Each line ends with the Löwdin charge.
Cartesian coordinates (Å):
1 C 7.422 0.662 0.958  -0.05
2 H 7.730 0.567 2.000  0.09
3 H 6.987 1.648 0.786  0.09
4 H 8.278 0.508 0.301  0.09
5 O 6.457 -0.342 0.678  -0.05
6 C 5.215 0.086 0.326  -0.55
7 O 4.893 1.243 0.237  0.09
8 N 4.441 -1.010 0.105  0.05
9 N 3.133 -1.118 -0.255  0.07
10 C 2.404 -0.093 -0.486  -0.09
11 C 1.030 -0.261 -0.853  -0.15
12 C 0.340 -1.442 -1.015  -0.01
13 N -0.957 -1.201 -1.340  -0.04
14 C -1.145 0.158 -1.411  -0.18
15 C -2.279 0.900 -1.719  -0.02
16 C -2.170 2.273 -1.703  -0.10
17 C -0.963 2.905 -1.398  -0.10
18 C 0.167 2.178 -1.101  -0.03
19 C 0.085 0.788 -1.107  -0.13
20 H 1.099 2.671 -0.870  0.11
21 H -0.923 3.984 -1.398  0.10
22 H -3.037 2.875 -1.934  0.10
23 H -3.220 0.429 -1.959  0.11
24 C -1.977 -2.202 -1.518  -0.12
25 H -2.942 -1.692 -1.512  0.12
26 C -1.973 -3.267 -0.415  -0.13
27 C -1.981 -2.656 0.992  -0.18
28 O -3.098 -1.809 1.159  -0.04
29 C -2.953 -0.457 1.307  -0.27
30 C -1.788 0.211 1.662  -0.02
31 C -1.795 1.590 1.789  -0.08
32 C -2.950 2.317 1.577  -0.10
33 C -4.118 1.653 1.242  -0.09
34 C -4.121 0.280 1.106  -0.02
35 H -5.022 -0.253 0.844  0.12
36 H -5.030 2.207 1.079  0.10
37 H -2.942 3.392 1.675  0.10
38 H -0.878 2.094 2.056  0.11
39 H -0.864 -0.315 1.847  0.11
40 H -1.040 -2.132 1.166  0.10
41 H -2.071 -3.460 1.732  0.13
42 H -2.864 -3.883 -0.544  0.12
43 H -1.097 -3.910 -0.503  0.11
44 H -1.854 -2.695 -2.491  0.13
45 H 0.722 -2.439 -0.919  0.13
46 H 2.763 0.929 -0.412  0.11
47 H 4.885 -1.909 0.237  0.15

Forces on atoms 1 to 3 (eV/Å):
0.09 0.38 0.02
-0.01 -0.01 -0.07
0.14 -0.12 0.05

---

No. 4
Density functional theory data (ωB97M-V with the def2-TZVPD basis set) for C2H5NO2S as an isolated structure in a non-equilibrium geometry.

Properties
molecular weight = 107.134 g/mol
orbital gap (alpha / beta) = 8.61 / 8.61 eV

Each line ends with the Löwdin charge.
Cartesian coordinates (Å):
1 C -0.464 1.398 -1.105  -0.07
2 C 0.165 -1.079 1.315  -0.19
3 N -0.253 2.248 -0.258  0.08
4 O -0.668 -1.643 -1.103  -0.42
5 O 1.678 -1.035 -0.852  -0.39
6 S 0.317 -0.795 -0.458  0.61
7 H -0.781 1.062 -2.091  0.09
8 H -0.783 -0.489 1.560  0.08
9 H 0.098 -2.099 1.666  0.05
10 H 1.191 -0.817 1.680  0.07
11 H -0.500 3.248 -0.352  0.09

Forces on atoms 1 to 3 (eV/Å):
1.71 -2.33 1.95
0.23 1.53 0.22
-0.53 0.41 -0.64

---

No. 5
Density functional theory data (ωB97M-V with the def2-TZVPD basis set) for C13H20N2O7Se2Zn as an isolated structure.

Properties
molecular weight = 539.620 g/mol
orbital gap = 9.10 eV

Each line ends with the Löwdin charge.
Cartesian coordinates (Å):
1 Zn 0.244 -0.821 -0.219  0.58
2 C -2.537 1.083 1.786  0.00
3 C -1.042 0.815 1.905  -0.50
4 C -0.384 1.672 2.967  -0.01
5 O -0.404 1.044 0.616  -0.11
6 C -0.837 -0.703 2.172  -0.60
7 O -0.509 -1.091 3.286  0.05
8 O -1.014 -1.442 1.129  -0.11
9 H -2.720 2.135 1.552  0.09
10 H -3.030 0.844 2.729  0.10
11 H -2.967 0.460 1.002  0.08
12 H -0.687 2.716 2.861  0.09
13 H 0.701 1.604 2.885  0.09
14 H -0.674 1.313 3.952  0.09
15 H -0.537 1.956 0.333  0.07
16 C -2.363 3.189 -2.923  -0.41
17 Se -1.044 1.814 -2.485  0.96
18 C -2.326 0.318 -2.564  -0.53
19 C -1.817 -0.952 -3.225  -0.51
20 Se -0.776 -2.216 -2.128  1.04
21 C -2.308 -3.016 -1.237  -0.36
22 H -3.149 3.219 -2.174  0.02
23 H -2.781 3.005 -3.910  0.02
24 H -1.828 4.136 -2.928  0.02
25 H -3.142 0.712 -3.170  0.06
26 H -2.711 0.121 -1.563  0.05
27 H -1.206 -0.736 -4.098  0.06
28 H -2.668 -1.557 -3.537  0.06
29 H -2.918 -3.538 -1.970  0.03
30 H -2.876 -2.249 -0.718  0.02
31 H -1.911 -3.714 -0.505  0.03
32 O 5.972 -0.165 -0.284  0.13
33 C 5.602 -0.515 0.932  -0.51
34 O 6.382 -0.628 1.845  0.10
35 C 4.152 -0.792 1.150  -0.04
36 C 3.628 -1.215 2.357  0.03
37 N 2.310 -1.375 2.192  0.07
38 N 1.939 -1.077 0.945  0.05
39 C 3.036 -0.718 0.292  -0.11
40 C 2.840 -0.284 -1.141  -0.53
41 O 3.818 0.021 -1.817  0.07
42 O 1.621 -0.281 -1.531  -0.13
43 H 5.204 -0.088 -0.920  0.07
44 H 4.130 -1.394 3.293  0.15
45 H 1.583 -1.610 2.862  0.15

Forces on atoms 1 to 3 (eV/Å):
-0.10 0.14 -0.42
0.04 -0.05 -0.02
-0.03 -0.04 0.05

---

No. 6
Density functional theory data (ωB97M-V with the def2-TZVPD basis set) for the molecule C4H8O4Se in a non-equilibrium geometry.

Properties
molecular weight = 199.064 g/mol
SMILES = O[C@H]1[C@H](O)[C@@H](O)[Se][C@H]1O
orbital gap = 8.42 eV

Each line ends with the Löwdin charge.
Cartesian coordinates (Å):
1 C -0.211 0.142 0.948  -0.39
2 C -0.350 -0.899 -0.167  -0.39
3 C 1.251 0.500 0.817  -0.44
4 C -0.110 -0.282 -1.599  -0.58
5 O -0.985 1.274 0.891  0.01
6 O 0.529 -1.916 0.160  0.00
7 O 1.545 1.438 1.706  -0.03
8 O -1.214 0.300 -2.163  -0.11
9 Se 1.440 1.132 -1.429  0.81
10 H -0.219 -0.472 1.884  0.18
11 H -1.374 -1.274 -0.246  0.15
12 H 1.888 -0.470 0.864  0.15
13 H 0.078 -1.254 -2.300  0.16
14 H -1.925 1.230 1.058  0.12
15 H 0.465 -2.634 -0.419  0.08
16 H 0.772 2.123 1.665  0.16
17 H -1.579 1.063 -1.669  0.10

Forces on atoms 1 to 3 (eV/Å):
1.17 -2.89 -0.79
-1.67 1.08 -1.39
0.44 -1.07 -1.40

---

No. 7
Density functional theory data (ωB97M-V with the def2-TZVPD basis set) for a 2-piece molecular cluster, C2H2Cl2O overall in a non-equilibrium geometry.

Properties
molecular weight = 112.943 g/mol
orbital gap (alpha / beta) = 8.33 / 8.33 eV

Each line ends with the Löwdin charge.
Cartesian coordinates (Å):
1 C 0.776 -0.040 -0.791  -0.04
2 C -0.247 -0.574 -0.135  -0.71
3 O -0.058 0.215 1.838  -0.73
4 Cl -1.609 -1.391 -0.400  0.80
5 Cl -1.367 1.259 1.778  0.48
6 H 0.998 -0.118 -1.954  0.12
7 H 1.507 0.650 -0.337  0.08

Forces on atoms 1 to 3 (eV/Å):
0.18 0.20 -1.54
3.03 2.52 1.60
-1.00 -1.13 -3.49

---

No. 8
Density functional theory data (ωB97M-V with the def2-TZVPD basis set) for C4H12BeN3 as an isolated structure in a non-equilibrium geometry.

Properties
molecular weight = 111.173 g/mol
total charge = -1
orbital gap (alpha / beta) = 3.48 / 3.25 eV

Each line ends with the Löwdin charge.
Cartesian coordinates (Å):
1 C 0.334 -1.052 -2.461  -0.10
2 Be -1.418 -0.260 0.021  -0.32
3 N -1.058 -1.905 0.588  0.01
4 H 0.468 -1.373 -1.427  -0.04
5 H -0.067 -1.926 0.893  0.00
6 H -2.434 0.201 0.830  -0.05
7 H 0.165 -1.982 -3.023  0.01
8 H 1.248 -0.546 -2.790  0.02
9 H -0.501 -0.349 -2.544  0.00
10 H -1.613 -2.073 1.448  0.01
11 H -1.194 -2.724 -0.028  -0.01
12 N 0.606 2.484 1.196  -0.02
13 C 1.515 1.462 1.501  -0.15
14 C 1.071 0.361 0.858  -0.16
15 N -0.108 0.693 0.157  -0.13
16 C -0.332 1.994 0.389  -0.36
17 H 0.576 3.445 1.533  0.10
18 H 2.366 1.607 2.138  0.08
19 H 1.513 -0.616 0.769  0.07
20 H -1.137 2.559 -0.049  0.05

Forces on atoms 1 to 3 (eV/Å):
0.24 -0.41 -0.07
0.45 -0.58 1.81
0.25 0.06 -0.14